# 1
Entry from OMol25: C40H43F11N2O6S2SeTi as an isolated structure at a distorted geometry (the ωB97M-V functional and the def2-TZVPD basis).

Atoms and positions in Å:
Se (-1.98590, 0.16488, -1.89258)
Ti (0.44680, -0.35510, -1.26339)
S (0.39419, -3.12679, -3.18314)
S (2.87837, -2.07830, -2.60895)
F (-4.08975, -0.04208, -4.17455)
F (3.19534, -0.21373, -4.44591)
F (0.54451, 0.54674, -3.51438)
F (-1.46633, -2.77821, -4.98017)
F (0.49161, -2.13696, -5.63648)
F (-1.27115, 0.68150, -7.85932)
F (0.88313, 0.83155, -6.18336)
F (0.03648, -4.24406, -5.52221)
F (-3.74428, 0.23794, -6.82888)
F (5.02358, -0.87730, -3.50234)
F (4.04570, -2.13119, -4.97087)
O (3.84055, -2.66428, -1.74816)
O (-0.12600, -4.35055, -2.69652)
O (1.30631, -3.23171, -0.73978)
O (0.02258, -1.63993, 0.10001)
O (-0.14952, -1.86923, -2.64899)
O (2.16756, -0.89190, -2.04160)
N (-0.69505, -1.91186, 2.65160)
N (1.95025, -3.01089, -3.43383)
C (0.77933, 4.68445, -0.94849)
C (-0.34510, 1.75486, 0.27526)
C (-0.16592, -3.06618, -4.94825)
C (-4.56936, -0.39941, 5.34427)
C (1.58059, 1.67391, -0.97179)
C (-3.54462, -1.94868, 3.10386)
C (1.59224, -4.59020, 1.59583)
C (-1.38487, 3.94261, -1.96397)
C (-2.59582, -1.21773, 4.00931)
C (1.23509, -4.75171, 3.94858)
C (-1.21970, -1.24955, 3.79030)
C (-3.08926, -0.47738, 5.09449)
C (-2.85797, 0.16590, -4.64508)
C (0.15666, -2.98719, 2.69707)
C (4.28381, 0.63946, -0.21099)
C (0.07887, 3.55968, -1.74025)
C (3.12349, 0.43432, 0.76119)
C (3.33025, 1.39468, 1.94734)
C (3.12132, -1.00173, 1.28643)
C (-2.69392, 0.31440, -6.01307)
C (-1.43225, 0.54384, -6.54318)
C (-2.94101, 2.32275, 0.32071)
C (-1.60291, 2.18001, 1.06117)
C (-0.34313, -0.60046, 4.65525)
C (-1.78181, 0.23630, -3.77001)
C (0.31589, 2.29140, -0.90633)
C (0.56442, 0.85712, 0.85902)
C (1.83072, -5.24084, 2.78557)
C (-1.87545, 1.19253, 2.20240)
C (-0.54437, 0.46358, -4.33942)
C (-1.26531, 3.53622, 1.71501)
C (-2.20478, 0.17279, 5.94306)
C (1.78458, 0.81868, 0.14517)
C (0.74609, 3.52118, -3.12297)
C (-0.83367, 0.10414, 5.73685)
C (0.67254, -2.78392, 0.21069)
C (3.84730, -1.27254, -3.98181)
C (0.77551, -3.45790, 1.53055)
C (0.40995, -3.64969, 3.90972)
C (-0.33901, 0.62284, -5.69472)
H (0.29792, 2.77908, -3.77373)
H (-0.15546, 0.61093, 6.40938)
H (-4.15415, -1.25408, 2.52122)
H (1.41291, -5.24253, 4.89660)
H (1.84576, 4.48126, -0.85146)
H (-3.59134, 2.95043, 0.93347)
H (-5.10864, -0.07844, 4.45169)
H (-1.31963, 4.35473, 1.00148)
H (2.57772, 1.23600, 2.71990)
H (-2.59515, 0.73895, 6.77926)
H (-4.79056, 0.30240, 6.14706)
H (-1.98382, 0.17779, 1.82050)
H (0.65740, 5.62887, -1.48154)
H (-3.43303, 1.35552, 0.21066)
H (-1.10548, 1.20874, 2.97210)
H (2.27275, -1.18150, 1.94967)
H (-4.23241, -2.56499, 3.68411)
H (3.09018, -1.72887, 0.47485)
H (3.26986, 2.43462, 1.62224)
H (-2.81638, 1.46327, 2.68174)
H (-3.01304, -2.59550, 2.41047)
H (-0.90809, -1.54024, 1.73795)
H (-2.87042, 2.76128, -0.66486)
H (4.03161, -1.18831, 1.85907)
H (0.41775, 0.34243, 1.79409)
H (1.81989, 3.34728, -3.07967)
H (0.60006, 4.49417, -3.59295)
H (4.31270, 1.23157, 2.39219)
H (4.19347, 0.02233, -1.10159)
H (0.36691, 4.80194, 0.04973)
H (-1.98952, 3.74124, 2.50459)
H (-1.87242, 4.25445, -1.04330)
H (4.36473, 1.68423, -0.51577)
H (2.46667, -6.11315, 2.81441)
H (-1.95011, 3.12065, -2.40321)
H (-0.06086, -3.29088, 4.81385)
H (-4.97436, -1.37329, 5.62722)
H (-0.26932, 3.52779, 2.15933)
H (2.34146, 1.89270, -1.70542)
H (5.21677, 0.36681, 0.28398)
H (2.04481, -4.93393, 0.67598)
H (-1.42520, 4.78847, -2.65100)
H (0.72066, -0.65530, 4.46077)

Results
energy above the lowest of the compared OMol25 structures with the same formula, charge and spin = 190.2 kJ/mol
HOMO-LUMO gap = 6.9 eV
E_LUMO = -1.05 eV
energy = -7256.864424 hartree

# 2
Entry from OMol25: C40H44AsN10OPTi as an isolated structure (the ωB97M-V functional and the def2-TZVPD basis).

Atoms and positions in Å:
As (0.16569, 1.21514, 0.26598)
Ti (0.02474, -1.87149, -0.52810)
P (-3.54432, -1.80726, -0.07597)
O (1.19586, -3.50837, -0.06295)
N (1.14336, -0.42337, 0.18795)
N (-3.56005, -4.41774, -1.18779)
N (3.52406, -5.85493, -3.46128)
N (0.87018, -2.08111, -2.63212)
N (-3.42459, 0.25799, -1.96200)
N (-1.49129, -0.73578, -1.63504)
N (-1.56344, -3.48513, -1.14658)
N (-2.84968, -2.10049, 2.61328)
N (-1.10214, -2.14797, 1.27238)
N (2.55327, -5.30760, -0.01260)
C (0.25828, 3.83719, -3.71295)
C (-1.44669, -4.74312, -1.66304)
C (2.12811, 4.12040, 2.73716)
C (-2.85035, -3.31174, -0.86345)
C (4.07052, -1.55761, 2.15680)
C (4.62532, 0.50816, 1.09131)
C (-4.19664, -1.90098, 3.11896)
C (1.76580, 3.70792, 4.00514)
C (0.66855, 1.80095, 2.99547)
C (2.17419, -4.17089, -2.08784)
C (2.80716, -1.50937, 1.59010)
C (3.36519, 0.55807, 0.52210)
C (-2.67856, -5.33002, -1.70027)
C (2.15841, 4.48592, 5.22493)
C (2.32522, 4.00500, 0.30289)
C (2.43302, -0.45049, 0.75852)
C (1.28203, 2.00682, -2.46852)
C (-1.78358, -2.53144, 3.35241)
C (-4.99160, -4.61589, -1.05832)
C (2.93226, -5.07894, -2.85073)
C (1.79014, 3.41452, 1.58091)
C (1.02811, 2.24064, 1.70549)
C (-4.79671, 0.70200, -1.79093)
C (-0.57519, 4.06968, -2.62228)
C (1.04163, 2.52866, 4.11304)
C (1.16800, 2.80242, -3.61064)
C (-2.74709, -0.63682, -1.20624)
C (-1.45443, 3.62862, -0.34809)
C (1.96240, -4.31069, -0.69021)
C (2.35997, 0.95694, -2.50811)
C (-0.08667, 0.52054, 3.21022)
C (-0.71303, -2.56907, 2.51002)
C (4.98967, -0.54823, 1.91258)
C (1.51195, -3.04938, -2.57065)
C (-0.50720, 3.29686, -1.47323)
C (0.17521, 4.69265, -4.94166)
C (0.43680, 2.25293, -1.38250)
C (-2.55893, 0.72903, -2.91092)
C (-1.37006, 0.09215, -2.70963)
C (-2.40764, -1.87803, 1.34878)
H (2.81796, 3.89893, 5.86504)
H (-5.21686, -5.63588, -1.35659)
H (-0.84396, 4.73285, -5.32723)
H (4.33309, -2.38734, 2.80040)
H (2.22664, 0.18031, -1.76847)
H (-5.52932, -3.92714, -1.70891)
H (0.76016, 2.16342, 5.09388)
H (-0.44483, 0.18775, -3.24731)
H (-3.00094, -6.29507, -2.04417)
H (-0.92909, 3.91582, 0.56770)
H (-2.85624, 1.47326, -3.62546)
H (-4.84295, -2.72783, 2.82752)
H (-5.46575, -0.15432, -1.72815)
H (1.83249, 2.59813, -4.44323)
H (2.10597, -2.30783, 1.78456)
H (3.33887, 1.41548, -2.34508)
H (-0.50035, -5.13843, -1.98865)
H (-4.59529, -0.96425, 2.73637)
H (2.57569, 3.26766, -0.45226)
H (-5.06503, 1.30058, -2.65703)
H (-1.29811, 4.87605, -2.66765)
H (-0.27259, 0.36587, 4.27228)
H (5.32693, 1.30666, 0.89038)
H (-1.87149, -2.74744, 4.40075)
H (3.22431, 4.57644, 0.52884)
H (0.47847, 5.71694, -4.72174)
H (0.82166, 4.31363, -5.73102)
H (2.38778, 0.49136, -3.49425)
H (5.97413, -0.58189, 2.35661)
H (-1.04701, 0.51111, 2.68328)
H (-4.14411, -1.84601, 4.20299)
H (2.71855, 5.02263, 2.62915)
H (0.30565, -2.83607, 2.72687)
H (3.10523, 1.39023, -0.11358)
H (2.42710, -5.35376, 0.98267)
H (0.49369, -0.32591, 2.84333)
H (1.60958, 4.69034, -0.15549)
H (-5.30162, -4.47058, -0.02473)
H (2.67814, 5.40368, 4.95695)
H (3.23763, -5.89947, -0.45285)
H (1.28293, 4.75244, 5.81824)
H (-4.88468, 1.30982, -0.89176)
H (-2.09399, 2.77899, -0.08898)
H (-2.09365, 4.46155, -0.63503)

Results
charge = +1
spin multiplicity = 2
energy above the lowest of the compared OMol25 structures with the same formula, charge and spin = 4.9 kJ/mol
HOMO-LUMO gap (spin up / spin down) = 6.8 / 6.9 eV
E_LUMO (spin up / spin down) = -2.74 / -2.70 eV
energy = -5600.016341 hartree